311
Properties=species:S:1:pos:R:3:forces:R:3:lowdin_charge:R:1 method="wB97M-V/def2-TZVPD" homo_lumo_gap_ev=8.65 de_lowest_kcal_mol=108.0 energy_ev=-151431.364 total_charge=0 lumo_ev=0.5 e_homo_ev=-8.18 fmax_ev_per_a=3.6
C 8.51925 -1.65586 -3.92956 -0.5833 -0.5775 -0.1023 -0.0904
O 7.46286 -2.52510 -3.46962 0.1434 0.8686 0.1041 -0.1925
C 6.25449 -2.52566 -4.25320 0.9154 0.3677 -0.2463 -0.2089
C 5.02510 -2.84416 -3.41334 -0.0474 -0.9969 0.0987 -0.2060
N 3.76116 -2.96189 -4.13305 -0.0267 0.2490 -0.1431 -0.0537
C 3.13749 -1.67775 -4.45580 -0.8209 -0.9696 0.5013 -0.1872
C 1.62659 -1.89936 -4.78533 0.9842 0.8495 0.8183 -0.2213
O 1.42682 -2.34538 -6.07137 0.1379 -0.2984 -1.6345 -0.1750
C 1.62971 -1.36896 -7.07867 -0.5488 -0.4622 -0.2475 -0.0914
H 8.75943 -1.81428 -4.98090 -0.2913 -0.0512 -0.3057 0.0805
H 9.45150 -1.88483 -3.41327 -0.3305 -0.1269 0.4123 0.0847
H 8.27490 -0.60429 -3.77930 -0.1087 0.0937 0.0568 0.0679
H 6.46279 -3.24772 -5.04272 -0.6211 -0.5083 -0.1136 0.1221
H 6.07860 -1.60423 -4.80828 0.2589 0.6103 0.2263 0.1051
H 4.82914 -2.14890 -2.59706 0.4441 0.3755 -0.0889 0.1063
H 5.21764 -3.79125 -2.90932 0.0594 -0.1989 0.0281 0.1102
H 3.85244 -3.41478 -5.03118 0.3073 -0.6168 0.0998 0.1105
H 3.66624 -1.21741 -5.29043 -0.3599 0.3920 -0.0364 0.0972
H 3.22551 -1.02514 -3.58721 -0.0375 0.0865 -0.0280 0.1006
H 1.11094 -0.95506 -4.61056 -0.2348 0.4071 -0.0857 0.1078
H 1.11603 -2.64576 -4.17680 0.5559 -0.0386 0.4851 0.1158
H 2.66549 -1.14066 -7.32997 0.2964 -0.0063 0.4274 0.0832
H 1.09675 -0.45484 -6.81704 0.0444 0.1501 -0.0439 0.0583
H 1.20126 -1.79451 -7.98610 -0.1486 0.1237 -0.0071 0.0925
C 2.11477 -10.19563 -1.44952 -0.0590 0.5504 0.2038 -0.1130
O 2.17234 -8.89770 -0.86625 0.4023 0.0644 -0.0352 -0.2022
C 1.99885 -8.95395 0.55317 1.2572 -0.2682 -0.1714 -0.2110
C 2.53511 -7.67346 1.24987 -1.6491 0.0207 -0.6970 -0.1668
N 1.41060 -6.70806 1.30888 0.5515 -0.9940 0.2290 -0.0610
C 1.69402 -5.50065 2.04836 1.0279 0.5351 -1.0977 -0.2051
C 2.36196 -4.44760 1.13026 -0.9054 0.9814 -0.1749 -0.1872
O 1.65076 -4.33672 -0.11891 0.4967 -0.3218 0.8053 -0.2128
C 2.38561 -3.63426 -1.09834 -0.4458 -0.1328 -0.6031 -0.1043
H 2.40726 -10.16505 -2.49910 -0.1654 0.4117 0.0257 0.0852
H 1.09360 -10.56737 -1.36509 -0.0448 -0.3651 -0.0354 0.0849
H 2.82367 -10.86784 -0.96610 -0.0547 -0.1762 0.2670 0.0802
H 2.60444 -9.78068 0.92448 0.1706 -0.3140 0.0753 0.1035
H 0.96168 -9.22760 0.74681 -0.1812 0.5275 0.4499 0.1206
H 3.34535 -7.24847 0.65741 0.3615 -0.2832 -0.1537 0.1165
H 2.92575 -7.87571 2.24717 -0.2380 -0.1824 0.0545 0.1119
H 1.29891 -6.46017 0.33616 -0.6045 0.2991 -0.1500 0.0938
H 2.44506 -5.69054 2.81515 -0.2038 -0.1394 0.3689 0.1158
H 0.77707 -5.14661 2.51948 0.0833 0.3596 -0.1118 0.0867
H 3.42378 -4.58866 0.92843 0.1314 -0.7163 -0.0389 0.1199
H 2.34147 -3.46439 1.60035 -0.1656 0.2491 0.2987 0.0879
H 2.46365 -2.56115 -0.92383 -0.0347 0.2306 0.4093 0.0773
H 1.83463 -3.75995 -2.03039 0.1653 -0.0414 -0.0506 0.0813
H 3.39353 -4.02614 -1.23483 0.0808 -0.1751 0.0704 0.0817
C 2.68401 -5.50234 11.49113 -1.6271 -0.0872 0.1855 -0.1090
O 1.63105 -5.17367 10.58190 -0.7892 1.1129 -0.3676 -0.2479
C 0.52367 -4.27524 10.97119 1.7428 -0.4312 0.1584 -0.1614
C -0.02473 -3.48335 9.78076 0.3726 -1.5159 0.4208 -0.2129
N -0.38665 -4.40080 8.71546 -0.7349 1.1689 0.5767 -0.0540
C -0.76481 -3.73540 7.46545 -0.2768 -3.4510 -0.8365 -0.1757
C -1.06305 -4.91435 6.43353 1.3519 0.3569 -0.0786 -0.1705
O 0.16991 -5.63652 6.16387 0.5772 0.4312 0.3689 -0.2279
C 0.13026 -6.64498 5.14820 -1.1058 0.9792 0.0470 -0.0899
H 3.13596 -4.65657 12.00933 0.5272 0.4752 -0.7875 0.0832
H 3.30338 -6.14265 10.86307 0.5266 0.2715 0.5662 0.0928
H 2.29498 -6.04422 12.35318 -0.1901 -0.6703 -0.0882 0.0780
H 0.91720 -3.53363 11.66635 0.0338 -0.0117 0.3224 0.1147
H -0.21955 -4.89286 11.47544 -0.2371 0.0793 -0.1391 0.1216
H 0.72495 -2.76715 9.44440 0.1196 0.3826 0.1188 0.1137
H -0.89030 -2.98577 10.21813 -0.1854 0.3667 -0.3727 0.0951
H 0.31249 -5.12949 8.69810 0.0715 0.0670 -0.8996 0.0999
H -0.02109 -3.06159 7.04004 0.2297 0.1673 0.0118 0.0934
H -1.73187 -3.24097 7.55715 0.0776 0.2955 0.3615 0.1113
H -1.46281 -4.48825 5.51334 0.0106 0.0565 -0.2793 0.0981
H -1.79243 -5.62768 6.81727 -0.1470 0.1438 0.3247 0.1159
H -0.07791 -6.15279 4.19819 -0.5394 -0.1680 -0.1847 0.0601
H -0.65015 -7.35143 5.43102 -0.0687 -0.2759 -0.3854 0.0869
H 1.05865 -7.17630 4.93871 0.3134 0.2795 0.9388 0.0843
C 11.19050 3.59112 -4.09637 -0.6553 0.0832 -0.9420 -0.1160
O 9.98324 2.90623 -3.76656 -1.0805 0.6333 -0.3342 -0.2022
C 8.75072 3.48649 -4.32707 -0.0650 -0.7295 2.0058 -0.1645
C 7.50993 2.76825 -3.65276 1.3371 0.7123 -0.5127 -0.2060
N 6.33236 3.58605 -3.88808 -0.9000 -0.2613 -0.3316 -0.0741
C 5.07382 2.85184 -3.61508 0.2078 0.3148 0.4033 -0.1737
C 4.89005 1.63339 -4.53731 -0.0938 -1.4426 0.9676 -0.2079
O 3.58154 1.11125 -4.79113 0.1217 1.4889 -0.0444 -0.2077
C 2.91770 1.94951 -5.71233 -0.2301 0.4650 -0.1341 -0.1147
H 11.43693 3.34700 -5.12970 0.3099 -0.0306 -0.1714 0.0792
H 12.03365 3.31634 -3.46258 -0.4319 -0.3336 0.2187 0.0845
H 11.08332 4.67540 -4.06550 -0.1853 0.1705 0.2547 0.0787
H 8.64945 3.44080 -5.41139 0.4466 -0.4140 -0.2277 0.1144
H 8.65219 4.53830 -4.05860 0.3314 0.1999 0.1474 0.1120
H 7.63083 2.71727 -2.57069 0.3681 -0.1978 -0.0327 0.1242
H 7.44614 1.76527 -4.07472 -0.0259 -0.2607 0.0914 0.0916
H 6.32762 3.82399 -4.86963 -0.1024 0.2689 -0.2888 0.0953
H 4.21940 3.52832 -3.59449 -0.0088 0.1978 -0.6061 0.1108
H 5.12280 2.56498 -2.56464 0.0904 -0.3731 -0.0672 0.0863
H 5.32222 0.75949 -4.04984 0.5290 0.0731 0.0739 0.1004
H 5.47195 1.78682 -5.44613 -0.2191 0.1421 -0.4974 0.1231
H 1.85278 1.73428 -5.80009 0.1681 -0.4763 0.0692 0.0658
H 3.40475 1.87380 -6.68452 -0.0627 -0.0414 -0.3021 0.0955
H 2.95188 2.99454 -5.40437 0.0988 0.2135 0.0921 0.0685
C -6.02690 -0.91053 -2.44244 0.0097 -0.9627 0.4656 -0.1079
O -5.58046 -0.40609 -3.66387 -0.2865 0.5810 -1.1266 -0.1819
C -4.18258 -0.27653 -3.82477 0.8216 0.5587 -0.0418 -0.1900
C -3.68021 0.52304 -5.08249 -0.8134 -0.8194 1.2893 -0.1913
N -3.98197 -0.10945 -6.37350 -0.1653 1.0256 1.1435 -0.0689
C -5.41388 -0.15991 -6.70269 0.0708 0.1969 -0.3480 -0.1723
C -6.16115 1.19776 -6.58928 0.0680 -0.7968 -1.2403 -0.1703
O -5.87915 2.03620 -7.71741 -0.3032 -0.0009 -0.6437 -0.2180
C -6.42438 1.66200 -9.01298 0.6523 0.5912 0.8250 -0.0903
H -5.53876 -0.46068 -1.57788 0.0790 0.2402 0.0620 0.0788
H -5.88771 -1.98955 -2.37570 0.5765 -0.3312 -0.0079 0.0718
H -7.10996 -0.85947 -2.33081 -0.0193 0.7942 -0.3581 0.0913
H -3.65473 -1.22887 -3.87486 -0.2678 -0.6581 0.0020 0.1145
H -3.77686 0.19954 -2.93210 0.1690 0.3261 0.1923 0.0968
H -2.59873 0.59111 -4.96483 0.0894 -0.1459 0.0511 0.0983
H -4.01246 1.55907 -5.01640 -0.2145 -0.0873 -0.2296 0.1006
H -3.54686 -1.02002 -6.33285 -0.2511 -0.2626 -0.3639 0.1176
H -5.95410 -0.94769 -6.17766 -0.0846 0.1037 0.2902 0.1090
H -5.42734 -0.41542 -7.76223 -0.3182 -0.1576 -0.1348 0.0972
H -5.93978 1.76175 -5.68318 0.0648 -0.0381 -0.2055 0.1158
H -7.23487 1.01345 -6.62480 -0.1556 -0.2955 0.3400 0.1173
H -7.46622 1.34199 -9.02950 -0.1519 -0.0269 0.5520 0.0853
H -5.83292 0.89948 -9.51976 0.1338 -0.1637 0.1405 0.0602
H -6.35411 2.57709 -9.60101 -0.0075 -0.0505 -0.0285 0.0881
C 0.74589 6.59800 -3.12516 0.0915 -0.7447 -0.1579 -0.1272
O -0.33266 6.23805 -2.31195 -1.1145 0.9041 1.0281 -0.2089
C -0.02437 6.14226 -0.90466 0.4284 -0.8266 -1.2417 -0.1795
C 0.20707 4.66126 -0.59809 0.7294 0.2256 0.5223 -0.1984
N 0.65881 4.47653 0.79010 0.1589 0.7690 -1.3254 -0.0457
C -0.41913 4.71058 1.67324 -0.1127 -1.1090 2.2558 -0.2181
C -0.04614 4.23646 3.11637 -1.1410 0.2636 0.5403 -0.1474
O 0.06003 2.80911 3.29584 -0.4163 0.4143 -1.2454 -0.2737
C 0.32833 2.40925 4.60172 1.0969 0.5652 0.7015 -0.0984
H 1.45265 5.77582 -3.01282 0.6272 0.0597 -0.6122 0.0829
H 1.26054 7.53609 -2.91727 -0.2096 0.2201 0.4675 0.0925
H 0.35507 6.67617 -4.13968 0.1145 -0.2087 0.0130 0.0754
H -0.81331 6.61016 -0.31581 -0.1239 -0.0640 -0.1629 0.1011
H 0.91786 6.65902 -0.72232 0.0104 0.1736 0.2585 0.1217
H 0.98412 4.29917 -1.27129 0.2945 0.1024 0.0384 0.1113
H -0.63345 4.00726 -0.83026 -0.6922 0.2573 0.0177 0.0964
H 0.88622 3.49559 0.86850 0.5465 -0.1714 -0.2444 0.0386
H -1.29893 4.14875 1.35956 -0.5560 -0.2555 0.0473 0.0973
H -0.75063 5.74525 1.76080 0.3190 0.2098 -0.0120 0.1136
H -0.84686 4.53905 3.79119 -0.4251 0.2368 0.0130 0.1120
H 0.82217 4.73970 3.54171 0.5445 -0.0795 -0.4435 0.1219
H 0.57423 1.34994 4.67584 -0.0481 -0.0158 -0.5065 0.0884
H -0.43978 2.59692 5.35197 -0.5192 0.2713 -0.2715 0.0750
H 1.20897 2.99083 4.87438 0.2956 -0.1970 0.6937 0.0900
C -0.19575 2.36680 -3.69824 0.3988 0.9838 0.3059 -0.0883
O -0.76408 1.19408 -3.15630 -0.3876 0.1368 -1.1811 -0.1763
C -0.43935 0.94887 -1.82082 0.0082 0.2640 -0.0125 -0.2271
C -0.75864 -0.47309 -1.38095 0.2650 1.3646 1.0433 -0.1730
N -0.34795 -0.49018 0.01439 1.8267 -1.3803 -0.0404 -0.0834
C -0.61309 -1.82108 0.56364 -0.1278 1.0754 2.0436 -0.1281
C -0.34680 -1.91138 2.13621 -0.1331 -0.7112 -1.7779 -0.1723
O -1.26987 -1.15321 2.84050 -0.5798 0.7550 1.8086 -0.2393
C -1.31046 -1.44452 4.24668 -1.4286 -0.6205 0.2319 -0.0648
H 0.88696 2.29629 -3.80250 0.1901 -0.4480 -0.3142 0.0791
H -0.29409 3.28030 -3.11177 -0.4490 -0.1092 0.9349 0.0692
H -0.65588 2.72255 -4.62009 -0.1211 -0.9784 -0.3369 0.0762
H -0.98811 1.64779 -1.18957 -0.3197 0.1197 0.3371 0.1030
H 0.60262 1.19015 -1.61064 0.3816 -0.2423 -0.1783 0.1091
H -0.18824 -1.22437 -1.92715 -0.2557 -0.0553 -0.2400 0.1222
H -1.83461 -0.64204 -1.33835 -0.3129 -0.3347 -1.0588 0.0939
H -0.84140 0.21214 0.54671 -0.3780 0.2437 -0.0918 0.0380
H -0.04029 -2.61401 0.08272 0.1031 0.1288 -0.0930 0.1050
H -1.68042 -1.95805 0.39002 -0.2231 -0.9028 0.3667 0.0876
H 0.63315 -1.56120 2.46052 0.5216 -0.3254 -0.4427 0.1109
H -0.53626 -2.94284 2.43337 0.5344 -0.4406 -0.1462 0.1154
H -1.64019 -0.64250 4.90709 0.2319 0.8832 -0.7221 0.0725
H -0.44411 -1.87103 4.75228 0.5696 -0.0289 -0.7668 0.0800
H -2.13481 -2.14671 4.37113 0.1098 -0.5520 0.1173 0.0704
C -2.98097 3.10268 6.88288 0.8008 -1.4141 0.8998 -0.0766
O -3.20561 1.74183 6.41123 -0.8668 0.9044 -0.2333 -0.2131
C -3.04215 0.73544 7.40085 0.3769 0.4692 0.8436 -0.2181
C -4.16533 0.60563 8.45634 -0.2288 -1.0324 -0.7749 -0.2020
N -3.90020 -0.48373 9.38962 0.9644 0.9402 0.1711 -0.0699
C -3.04630 -0.13734 10.54243 -0.8215 -2.3377 -0.3801 -0.1819
C -3.14234 -1.35904 11.50720 0.0927 1.4588 1.3663 -0.1930
O -4.41179 -1.47282 12.20087 0.4217 -0.6254 -1.2151 -0.2075
C -4.58523 -0.67778 13.35617 0.2495 -0.3230 -0.5260 -0.1087
H -3.15372 3.90954 6.17068 -0.2686 -0.6921 -0.4771 0.0840
H -1.93208 3.12375 7.17865 0.3126 0.3484 -0.0126 0.0711
H -3.52267 3.33397 7.80003 -0.4117 -0.1268 -0.0804 0.0748
H -2.07161 0.90258 7.86798 0.2360 0.0879 0.4543 0.1099
H -2.95313 -0.25732 6.95973 -0.1785 0.2031 -0.5771 0.1103
H -5.01106 0.19591 7.90411 -0.3658 0.7094 -0.2098 0.1219
H -4.43448 1.54137 8.94627 0.0232 0.2301 -0.0094 0.1078
H -4.76678 -0.91806 9.67335 0.0760 0.1339 0.2973 0.1055
H -3.29216 0.79826 11.04473 -0.2814 0.1470 0.1279 0.1071
H -2.00992 -0.07307 10.21095 0.0964 0.0568 -0.0323 0.1085
H -2.35719 -1.21064 12.24855 0.1299 0.0434 0.4176 0.1065
H -2.87866 -2.31364 11.05192 -0.6273 0.1315 -0.4129 0.1072
H -4.58768 0.37246 13.06451 0.1400 0.2273 0.4235 0.0808
H -3.81481 -0.93953 14.08145 0.2155 0.4044 0.1644 0.0849
H -5.54468 -0.93696 13.80382 -0.0359 0.0180 -0.2178 0.0879
C 3.17758 1.22870 2.76222 0.9023 0.1361 -1.7574 -0.0286
C 2.92219 1.38600 1.25817 -1.0958 -0.7497 -1.7706 -0.3887
C 3.09372 0.14152 0.33618 1.5339 0.2406 0.9431 -0.1586
O 4.49026 -0.21457 0.15849 -0.9181 -0.4095 0.3787 -0.1810
C 5.08950 0.46258 -0.91304 0.0293 0.2112 -0.0011 -0.1284
N 1.55604 1.78191 0.97459 -0.3812 0.3735 0.3159 0.0439
H 2.50312 0.56154 3.29898 -0.1338 0.1033 -0.2064 0.0603
H 3.12337 2.27184 3.07374 0.1187 -0.2332 0.8506 0.0808
H 4.19709 0.84332 2.77534 0.1598 0.1284 0.7875 0.0819
H 3.50535 2.21082 0.84867 0.7878 -0.1348 0.3153 0.1292
H 2.62812 0.24321 -0.64411 -0.0296 0.5343 -0.1192 0.1079
H 2.53523 -0.66700 0.80786 0.3950 -0.4175 0.1323 0.1057
H 4.52563 0.31785 -1.83457 -0.1349 -0.0629 -0.2427 0.0641
H 6.10677 0.10246 -1.06665 -0.0563 -0.2449 0.1551 0.0970
H 5.16041 1.53495 -0.73111 -0.0722 0.2306 0.1205 0.0729
H 1.14712 2.10105 1.84122 -0.4883 -0.3686 0.0558 0.0411
H 1.01368 1.02186 0.58955 -0.2815 -0.2551 0.2161 0.0301
C -0.88193 1.30924 -7.47736 1.0077 -0.5203 -1.5713 -0.0598
C -1.94237 2.03084 -8.29283 -1.8132 -0.7827 0.6031 -0.3623
C -2.82735 1.17080 -9.31189 1.0800 0.6102 0.2726 -0.1725
O -2.13234 0.81562 -10.50901 0.0575 0.6093 0.4625 -0.1866
C -2.95974 0.15682 -11.44029 0.3480 -0.5741 0.8023 -0.1200
N -2.86949 2.51597 -7.27054 -0.1495 1.1637 -0.4522 0.0392
H -0.26315 1.95017 -6.84933 -0.2492 0.4003 -0.1764 0.0488
H -0.22269 0.85057 -8.21434 0.3969 -0.3319 0.1634 0.0729
H -1.25504 0.51602 -6.82954 -0.4415 0.0368 -0.2016 0.0716
H -1.61560 2.91999 -8.83202 0.6358 -0.2424 -0.0772 0.1231
H -3.71581 1.75112 -9.56083 0.0620 0.6066 -0.1954 0.0969
H -3.27245 0.32696 -8.78472 0.4522 -0.6055 0.0758 0.1021
H -2.33348 -0.17989 -12.26644 -0.1084 0.1149 0.0013 0.0875
H -3.80516 0.74333 -11.79998 0.0095 0.3541 -0.0372 0.0824
H -3.34976 -0.70801 -10.90358 -0.3647 -0.4429 -0.3488 0.0821
H -3.52512 3.09446 -7.77613 -0.5310 0.2167 0.3622 0.0679
H -3.40208 1.73101 -6.92373 0.0138 -0.1186 -0.1871 0.0054
C -6.10361 -2.48401 1.54037 0.3989 -0.3562 -0.3169 -0.0476
C -5.11164 -3.59823 1.95095 -0.4901 0.4033 -0.1771 -0.4233
C -4.31993 -4.15154 0.76201 0.3045 -0.3160 0.3664 -0.1882
O -3.64993 -3.14056 0.01643 -0.3420 0.4798 -0.7562 -0.2030
C -3.25889 -3.52802 -1.29566 0.4441 -0.3352 -0.3329 -0.0996
N -4.28184 -3.18366 3.06813 0.3284 -0.3709 -0.2413 0.0504
H -6.65614 -2.82868 0.66630 -0.2284 0.2170 -0.0704 0.0753
H -5.59529 -1.54800 1.30887 0.1172 -0.1132 -0.1824 0.0539
H -6.80233 -2.25264 2.34434 -0.0566 -0.2225 0.0712 0.0749
H -5.72452 -4.40681 2.34932 -0.0124 -0.4022 -0.3105 0.1284
H -5.02231 -4.77321 0.20677 -0.1127 0.3316 -0.7016 0.1219
H -3.53009 -4.83926 1.06415 -0.0445 -0.2507 0.5612 0.1255
H -3.99654 -3.33824 -2.07537 -0.6767 -0.3367 0.3260 0.0698
H -2.89047 -4.55298 -1.33849 -0.4753 -0.4008 0.1719 0.0918
H -2.39966 -3.00708 -1.71808 0.2336 0.7574 0.9021 0.0681
H -3.54164 -2.61236 2.68624 0.1248 0.5396 0.2697 0.0455
H -4.90053 -2.64006 3.65279 0.4445 0.3978 0.3384 0.0705
C -3.68046 0.56130 0.76657 -1.3958 0.9006 1.1845 -0.0246
C -3.16324 1.56445 1.83150 -0.1658 -0.2585 -1.5093 -0.3905
C -3.80254 1.59975 3.23373 0.5932 -1.2615 -0.4548 -0.1957
O -5.21121 1.70935 3.23579 0.1471 0.6008 -0.5195 -0.1698
C -5.64432 3.05788 2.98386 -0.1850 -0.8385 1.0425 -0.0729
N -1.76195 1.25839 1.77790 0.4847 1.1004 1.1711 0.0510
H -3.65379 -0.45895 1.14928 -0.1152 -0.0520 0.1088 0.0631
H -3.06709 0.57452 -0.13438 -0.1779 0.4111 0.0445 0.0576
H -4.70718 0.88402 0.59404 -0.2594 -0.6256 -0.5938 0.0745
H -3.30643 2.58206 1.46807 -0.0005 0.1869 -0.5563 0.1054
H -3.27125 2.35812 3.80878 -0.2896 0.6523 0.0947 0.1102
H -3.52388 0.69685 3.77708 -0.3497 -0.4030 -0.0431 0.1142
H -5.18156 3.51190 2.10761 -0.0016 0.0368 0.0544 0.0728
H -5.44770 3.59387 3.91238 0.3333 0.6157 -0.1653 0.0823
H -6.73142 3.05519 2.90441 0.0691 -0.1998 -0.3750 0.0892
H -1.67770 0.31767 2.13575 0.1311 -0.0525 0.2185 0.0351
H -1.25868 1.83377 2.43803 0.3636 0.1212 0.0046 0.0513
C -3.80592 3.41176 -2.19928 -0.7262 -0.5709 0.2623 -0.0388
C -4.67074 4.30565 -1.31732 0.2355 0.5866 -0.4022 -0.4360
C -3.85004 5.38112 -0.65458 0.8691 1.2377 0.6325 -0.1763
O -4.65470 6.47081 -0.12847 -1.3131 -2.3293 -0.0890 -0.2073
C -4.02553 7.60263 0.32691 1.4331 0.3909 -0.7827 -0.1321
N -5.74347 4.97228 -2.07569 0.0948 -0.9706 0.6176 0.0585
H -4.45168 2.56655 -2.43742 -0.0182 -0.0648 -0.4475 0.0715
H -2.97188 2.94619 -1.67418 0.2743 0.3483 0.1214 0.0641
H -3.48042 3.88670 -3.12479 0.1001 0.1093 0.0988 0.0890
H -5.07530 3.68188 -0.52024 -0.4896 -0.0476 -0.0688 0.1256
H -3.15025 5.82481 -1.36276 0.2199 0.0447 -0.3267 0.1222
H -3.25752 4.89496 0.12046 0.2152 0.2434 0.4863 0.1065
H -4.74230 8.37858 0.59570 -0.0925 -0.3521 0.2393 0.0934
H -3.43156 7.99014 -0.50083 0.2733 0.4895 -0.1905 0.0840
H -3.29517 7.39167 1.10804 -0.1571 0.0546 0.5522 0.0806
H -5.27714 5.55145 -2.75921 0.0351 0.1777 -0.3617 0.0709
H -6.03628 5.61804 -1.35642 -0.8337 0.5177 -0.3367 0.0540
C 4.62110 -5.19126 7.45929 0.7283 -0.9379 -0.3543 -0.0700
C 4.29870 -3.73685 7.69336 0.5254 -0.0748 -0.8035 -0.4366
C 3.27505 -3.15274 6.68486 -0.3255 -1.2158 -0.3584 -0.1770
O 3.79562 -3.27486 5.36776 0.9331 0.2306 -0.2063 -0.1977
C 3.03645 -2.67128 4.33341 0.7087 0.3591 0.9883 -0.0987
N 3.92240 -3.52373 9.05005 -1.1989 0.8541 1.2613 0.0471
H 5.34933 -5.54937 8.18699 0.3648 0.4135 0.2058 0.0704
H 5.10756 -5.33571 6.49462 -0.3503 -0.1994 -0.2114 0.0753
H 3.82526 -5.91628 7.62980 -0.6137 0.3320 -0.4661 0.0789
H 5.23439 -3.20781 7.51256 0.0520 0.3007 -0.0239 0.1389
H 2.94674 -2.14269 6.93003 0.3441 0.2922 0.0837 0.1203
H 2.39185 -3.78969 6.63648 -0.5288 -0.1086 0.7009 0.1077
H 2.99408 -1.59788 4.51812 -0.4145 0.3107 0.1097 0.0732
H 2.03311 -3.09568 4.29743 -0.1496 -0.0899 -0.3342 0.0781
H 3.61261 -2.74781 3.41130 -0.2473 -0.4989 -0.0280 0.0878
H 4.62499 -3.71785 9.74918 0.5015 0.0989 -0.4239 0.0731
H 3.15873 -4.12561 9.32325 -0.4507 -0.0574 -0.1531 0.0373
C 3.22079 7.22134 -8.19050 -1.0638 -0.6146 -0.2632 -0.0558
C 2.12775 6.50167 -7.33448 1.5959 -0.0352 -0.6424 -0.4187
C 1.89157 4.98824 -7.63469 0.0093 0.4795 1.2070 -0.1597
O 0.94048 4.49831 -6.63224 -1.5752 0.8774 -1.8994 -0.2281
C -0.43267 4.99079 -6.90104 0.2107 -0.6575 0.6433 -0.0782
N 2.54492 6.62964 -5.95432 -0.8735 0.3614 0.5131 0.0445
H 2.86148 7.28912 -9.21734 0.3467 -0.2445 -0.2439 0.0681
H 4.16825 6.68642 -8.12520 -0.0085 -0.1779 -0.2084 0.0698
H 3.43232 8.25017 -7.89919 -0.3593 -0.1047 0.4740 0.0712
H 1.16426 6.99264 -7.47138 0.0670 0.2407 0.0716 0.1227
H 2.78175 4.40502 -7.39906 0.2827 0.1702 -0.0792 0.1048
H 1.64206 4.77043 -8.67315 -0.6144 -0.0326 0.0054 0.1213
H -1.16306 4.39147 -6.35749 0.4253 -0.3829 0.2608 0.0588
H -0.78234 4.89910 -7.92935 0.6837 -0.0174 -0.3379 0.0796
H -0.63148 6.01021 -6.57037 0.5637 0.2371 -0.0027 0.0757
H 3.42367 6.15922 -5.79122 0.2482 -0.0882 -0.1331 0.0731
H 1.84491 6.09778 -5.45709 0.1500 -0.0929 0.6304 0.0243